{"formula": "C68H187N17O17", "method": "ωB97M-V/def2-TZVPD", "e_lumo_ev": 0.513, "gap_ev": 9.07, "e_tot_ha": -4912.44817, "relative_energy_kj_mol": 562.62, "species": ["C", "C", "C", "O", "C", "N", "H", "H", "H", "H", "H", "H", "H", "H", "H", "H", "H", "C", "C", "C", "O", "C", "N", "H", "H", "H", "H", "H", "H", "H", "H", "H", "H", "H", "C", "C", "C", "O", "C", "N", "H", "H", "H", "H", "H", "H", "H", "H", "H", "H", "H", "C", "C", "C", "O", "C", "N", "H", "H", "H", "H", "H", "H", "H", "H", "H", "H", "H", "C", "C", "C", "O", "C", "N", "H", "H", "H", "H", "H", "H", "H", "H", "H", "H", "H", "C", "C", "C", "O", "C", "N", "H", "H", "H", "H", "H", "H", "H", "H", "H", "H", "H", "C", "C", "C", "O", "C", "N", "H", "H", "H", "H", "H", "H", "H", "H", "H", "H", "H", "C", "C", "C", "O", "C", "N", "H", "H", "H", "H", "H", "H", "H", "H", "H", "H", "H", "C", "C", "C", "O", "C", "N", "H", "H", "H", "H", "H", "H", "H", "H", "H", "H", "H", "C", "C", "C", "O", "C", "N", "H", "H", "H", "H", "H", "H", "H", "H", "H", "H", "H", "C", "C", "C", "O", "C", "N", "H", "H", "H", "H", "H", "H", "H", "H", "H", "H", "H", "C", "C", "C", "O", "C", "N", "H", "H", "H", "H", "H", "H", "H", "H", "H", "H", "H", "C", "C", "C", "O", "C", "N", "H", "H", "H", "H", "H", "H", "H", "H", "H", "H", "H", "C", "C", "C", "O", "C", "N", "H", "H", "H", "H", "H", "H", "H", "H", "H", "H", "H", "C", "C", "C", "O", "C", "N", "H", "H", "H", "H", "H", "H", "H", "H", "H", "H", "H", "C", "C", "C", "O", "C", "N", "H", "H", "H", "H", "H", "H", "H", "H", "H", "H", "H", "C", "C", "C", "O", "C", "N", "H", "H", "H", "H", "H", "H", "H", "H", "H", "H", "H"], "positions_angstrom": [[-4.4947, -5.0387, 10.0401], [-4.9890, -3.7704, 9.2692], [-4.1557, -3.4554, 8.0292], [-2.9063, -3.1466, 8.3743], [-2.3026, -2.5637, 7.2388], [-6.3233, -4.1256, 8.7836], [-4.7620, -5.9154, 9.4225], [-5.0259, -5.2147, 10.9883], [-3.4565, -4.8919, 10.1804], [-4.9774, -2.8260, 9.8242], [-4.6160, -2.6190, 7.5349], [-4.2429, -4.3136, 7.3036], [-2.3244, -3.2092, 6.4330], [-1.3133, -2.2792, 7.5016], [-2.9075, -1.7501, 6.8986], [-6.9210, -3.2683, 8.8058], [-6.7729, -4.7562, 9.4433], [-9.2286, -3.5199, 1.6379], [-7.9382, -4.0384, 2.2379], [-7.8757, -3.9052, 3.7156], [-6.5781, -4.2735, 4.1866], [-6.5939, -4.4269, 5.6363], [-7.8629, -5.4274, 1.8089], [-9.9253, -4.3291, 1.8662], [-9.1633, -3.3723, 0.5462], [-9.5784, -2.5752, 2.1218], [-7.1077, -3.4378, 1.8314], [-8.6304, -4.5738, 4.1270], [-8.1870, -2.8531, 3.9246], [-7.0849, -5.3680, 5.9353], [-7.0786, -3.6073, 6.1071], [-5.5249, -4.4292, 5.8535], [-7.9012, -5.5157, 0.7941], [-7.0690, -5.9149, 2.1300], [7.0638, -3.4052, 0.6000], [6.4553, -2.0298, 0.7190], [7.1676, -1.0244, -0.1381], [8.5397, -1.2134, -0.1687], [9.1223, -1.0807, 1.1078], [4.9565, -2.0194, 0.3772], [6.9626, -3.7643, -0.4170], [6.6184, -4.1378, 1.2906], [8.1311, -3.4579, 0.6964], [6.6042, -1.7044, 1.8129], [6.8658, 0.0266, 0.2535], [6.7673, -1.1863, -1.1887], [8.7905, -1.7841, 1.8744], [8.9273, -0.0436, 1.4635], [10.2009, -1.2470, 0.9430], [4.5251, -1.0811, 0.5813], [4.6282, -2.5865, 1.1347], [-3.6239, -3.9850, -1.8221], [-2.1953, -4.3051, -2.2969], [-1.9514, -3.4959, -3.5384], [-1.7463, -2.1691, -3.0836], [-1.7810, -1.2864, -4.1701], [-1.1824, -4.1268, -1.2959], [-4.3654, -3.7847, -2.5462], [-3.3991, -2.9560, -1.4033], [-4.0111, -4.7566, -1.1243], [-2.2643, -5.3120, -2.6459], [-2.7729, -3.5270, -4.1856], [-1.1387, -3.8368, -4.3255], [-1.3752, -0.3247, -3.8370], [-2.8632, -1.1023, -4.4568], [-1.3169, -1.7025, -5.0505], [-1.2801, -3.2234, -0.8606], [-0.2596, -4.3182, -1.6721], [-3.6331, -5.8707, 1.9306], [-3.6571, -5.5335, 3.3752], [-4.0695, -6.6452, 4.2259], [-3.9469, -6.2774, 5.5653], [-4.2532, -7.3827, 6.3855], [-2.1899, -5.1885, 3.6794], [-3.1972, -6.8559, 1.7252], [-3.0058, -5.1817, 1.4886], [-4.6151, -5.9130, 1.4873], [-4.2360, -4.7042, 3.6709], [-3.5151, -7.5469, 3.9585], [-5.1190, -6.8088, 4.0530], [-4.2413, -7.0670, 7.4307], [-3.4145, -8.0870, 6.3074], [-5.1337, -7.8876, 6.0403], [-1.7266, -6.0865, 3.5799], [-2.0935, -4.8669, 4.6140], [5.5977, 1.7928, -2.1618], [5.1499, 3.1528, -1.7446], [4.8202, 4.0899, -2.8822], [4.6617, 5.3586, -2.3901], [4.4995, 6.3332, -3.4085], [4.1699, 3.0190, -0.7181], [6.0514, 1.1872, -1.3426], [6.2822, 1.9331, -3.0180], [4.7421, 1.1881, -2.5398], [5.9823, 3.6174, -1.1962], [3.8639, 3.6107, -3.2563], [5.5330, 4.0896, -3.7137], [3.4120, 6.5365, -3.4373], [4.8595, 5.9886, -4.3571], [5.0053, 7.2419, -3.0389], [3.3211, 2.7723, -1.1750], [4.1499, 3.9079, -0.1996], [-4.4852, 1.7023, -2.7209], [-5.0635, 2.6019, -1.6324], [-4.0988, 3.7219, -1.2253], [-2.8685, 3.1917, -0.7442], [-2.8483, 3.1809, 0.7171], [-6.3665, 3.1053, -2.0854], [-5.0533, 0.7249, -2.8265], [-3.5106, 1.3576, -2.4870], [-4.4502, 2.1708, -3.6896], [-5.0831, 1.9990, -0.7389], [-4.5882, 4.3158, -0.4340], [-3.7956, 4.3659, -2.0336], [-1.8792, 2.7455, 0.9617], [-3.6183, 2.5873, 1.1940], [-2.8384, 4.1942, 1.0767], [-6.9327, 2.3790, -2.4711], [-6.9224, 3.5472, -1.3452], [0.3788, 5.7913, -3.8330], [-0.8393, 5.2270, -3.0121], [-1.5639, 4.0999, -3.7712], [-0.5435, 3.1955, -4.0649], [-0.8763, 2.1966, -5.0638], [-0.3175, 4.7006, -1.7567], [0.4421, 5.6257, -4.8917], [1.4058, 5.4868, -3.5062], [0.4034, 6.8492, -3.7971], [-1.5602, 6.0028, -2.8046], [-1.9289, 4.6192, -4.7282], [-2.3327, 3.6739, -3.1896], [-1.8299, 1.7577, -4.7449], [0.0073, 1.5490, -5.0704], [-1.0938, 2.6444, -6.1209], [-1.0931, 4.1092, -1.3039], [0.3153, 3.9318, -1.9989], [3.0147, 3.5501, -8.2469], [3.5719, 3.1341, -6.8448], [2.7878, 1.8587, -6.3523], [2.8331, 0.7882, -7.3033], [3.6391, -0.3182, -7.0390], [5.0435, 2.7435, -6.8857], [3.3315, 4.4189, -8.6357], [1.9331, 3.5415, -8.1569], [3.3659, 2.7935, -9.0233], [3.3789, 3.9014, -6.1348], [1.7669, 2.0987, -6.1339], [3.3239, 1.4733, -5.4853], [4.7388, -0.1150, -7.0918], [3.3112, -1.0090, -7.8214], [3.3609, -0.7916, -6.0721], [5.6420, 3.5126, -7.1971], [5.3800, 2.5894, -5.9393], [7.6368, 3.3731, 1.3682], [7.2719, 4.8679, 1.1675], [5.9635, 5.3053, 1.7510], [5.6998, 6.6720, 1.3395], [4.3819, 7.0812, 0.9429], [8.3444, 5.7440, 1.7341], [7.2139, 2.7109, 0.6276], [7.3303, 3.0799, 2.3941], [8.7780, 3.4600, 1.2127], [7.2945, 5.0674, 0.0925], [5.9391, 5.2570, 2.8348], [5.1927, 4.6556, 1.4184], [3.8837, 6.3348, 0.3430], [4.5180, 7.9072, 0.1780], [3.8468, 7.3945, 1.8258], [8.6433, 5.3703, 2.6293], [8.0030, 6.6773, 1.8908], [0.8531, -3.1959, 1.2965], [1.3175, -2.3292, 2.5048], [0.1301, -1.9676, 3.3870], [0.2953, -1.0305, 4.3823], [0.1163, 0.3247, 4.0448], [2.4371, -3.0560, 3.1687], [1.7431, -3.4176, 0.6938], [0.1170, -2.6583, 0.7276], [0.4348, -4.1629, 1.6629], [1.6836, -1.4073, 2.0129], [-0.2344, -2.8977, 3.8808], [-0.7013, -1.6593, 2.7988], [0.5774, 0.9065, 4.8764], [-0.9122, 0.6049, 3.9473], [0.5719, 0.5160, 3.1028], [2.0696, -3.9875, 3.4502], [2.7488, -2.6510, 3.9971], [0.8035, -0.7494, -9.8328], [-0.2376, 0.2547, -9.2224], [-0.7540, -0.3732, -7.8769], [-1.1609, -1.7134, -7.8101], [-2.5357, -1.9679, -8.0998], [0.4399, 1.4999, -9.0077], [1.6739, -0.7756, -9.2032], [1.2361, -0.4132, -10.7849], [0.3953, -1.7638, -9.8430], [-1.0105, 0.4709, -9.9354], [-1.4549, 0.3298, -7.4229], [0.1074, -0.3491, -7.1514], [-3.2164, -1.2979, -7.5086], [-2.7139, -3.0360, -7.9825], [-2.7741, -1.7259, -9.1319], [1.2284, 1.3747, -8.3778], [0.5614, 2.0723, -9.8667], [1.6045, -2.2367, -3.5325], [2.6211, -2.1264, -2.3975], [3.0289, -3.4936, -1.9017], [1.8848, -4.3834, -1.7851], [2.3436, -5.7338, -1.6688], [3.7663, -1.3296, -2.7185], [0.6611, -2.6933, -3.2167], [1.9833, -2.7420, -4.4428], [1.4790, -1.1838, -3.8438], [2.1109, -1.5773, -1.5426], [3.6286, -3.4177, -0.9597], [3.7166, -3.9234, -2.6205], [1.4664, -6.4562, -1.8841], [2.7148, -5.9905, -0.6886], [3.1267, -5.9334, -2.3977], [4.4526, -1.2841, -1.9813], [4.3050, -1.6316, -3.5572], [-5.6715, -1.4360, 0.0208], [-6.8833, -0.7838, 0.7638], [-6.3842, -0.1800, 2.1444], [-5.3187, -0.9091, 2.6798], [-5.3404, -1.0677, 4.0736], [-7.4399, 0.3848, 0.0583], [-5.2045, -2.2825, 0.5112], [-4.8942, -0.6499, -0.1100], [-6.0207, -1.8131, -0.9992], [-7.6429, -1.5381, 0.9602], [-7.2321, -0.0990, 2.8091], [-6.0084, 0.8175, 1.8807], [-5.2218, -0.0756, 4.5848], [-4.4629, -1.6537, 4.3531], [-6.2597, -1.5782, 4.3665], [-6.7497, 0.7622, -0.6960], [-8.3478, 0.2036, -0.3921], [0.6924, 2.1709, 0.2448], [0.9503, 0.9305, -0.6900], [-0.4325, 0.2086, -0.8068], [-0.9193, -0.1405, 0.4787], [-2.3829, -0.2328, 0.4870], [1.5357, 1.3130, -2.0125], [1.4836, 2.8998, 0.1956], [0.6063, 1.8758, 1.3023], [-0.2354, 2.7367, 0.1093], [1.6679, 0.3082, -0.1525], [-0.3211, -0.6533, -1.4573], [-1.1035, 0.9993, -1.2731], [-2.9246, 0.6175, -0.0401], [-2.6202, -0.3475, 1.5408], [-2.7505, -1.1424, -0.0577], [2.1356, 0.5732, -2.4763], [0.7468, 1.4906, -2.6453], [3.8789, -0.2531, 3.5553], [3.7475, 0.9680, 2.6568], [3.9524, 2.2594, 3.4914], [5.2313, 2.2359, 4.1004], [5.3068, 3.0528, 5.2009], [4.7779, 0.9717, 1.5738], [3.1387, -0.4782, 4.3071], [4.8476, -0.2359, 3.9896], [4.0421, -1.0476, 2.8214], [2.7427, 0.8617, 2.2867], [3.1737, 2.3247, 4.2095], [3.8419, 3.1753, 2.8298], [4.6570, 2.7621, 6.0743], [5.2044, 4.1011, 5.0739], [6.3363, 2.9298, 5.5653], [4.5605, 1.6230, 0.8247], [5.6371, 1.2338, 2.0200], [1.7572, 5.4022, 2.5844], [0.3181, 5.3460, 2.0897], [-0.6249, 5.5923, 3.3285], [-0.3547, 4.6782, 4.3722], [-1.0066, 3.4811, 4.3225], [-0.0454, 6.3609, 1.1142], [2.4784, 5.5186, 1.7751], [2.0879, 4.6258, 3.2075], [1.9067, 6.3258, 3.2077], [0.1031, 4.3162, 1.6444], [-1.6929, 5.5554, 2.9539], [-0.5723, 6.7237, 3.5470], [-2.0353, 3.6139, 4.0611], [-1.1211, 3.1897, 5.3772], [-0.5328, 2.6835, 3.7241], [0.6450, 7.1122, 1.0796], [-0.1332, 5.9168, 0.1967]]}

***

{"formula": "C68H54FN2O4P2RuS2", "method": "ωB97M-V/def2-TZVPD", "e_lumo_ev": [-0.162, -0.201], "gap_ev": [5.68, 5.65], "e_tot_ha": -4707.74227, "spin_multiplicity": 2, "species": ["Ru", "O", "S", "C", "C", "C", "C", "C", "C", "C", "C", "C", "C", "P", "C", "C", "C", "C", "C", "C", "C", "C", "C", "C", "C", "C", "C", "C", "C", "C", "C", "C", "C", "C", "C", "C", "C", "C", "P", "C", "C", "C", "C", "C", "C", "C", "C", "C", "C", "C", "C", "C", "C", "H", "H", "H", "H", "H", "H", "H", "H", "H", "H", "H", "H", "H", "H", "H", "H", "H", "H", "H", "H", "H", "H", "H", "H", "H", "H", "H", "H", "H", "H", "H", "H", "H", "H", "H", "H", "C", "C", "N", "O", "C", "C", "N", "O", "H", "H", "H", "H", "H", "H", "H", "F", "C", "C", "C", "C", "C", "C", "H", "H", "H", "H", "C", "C", "O", "S", "C", "C", "C", "C", "C", "C", "C", "C", "H", "H", "H", "H", "H", "H", "H"], "positions_angstrom": [[0.3471, 0.2440, 0.6213], [-0.0595, 1.6188, -2.2484], [-0.0069, 0.3087, -1.5950], [1.2875, -0.5605, -2.4783], [1.8413, 0.1385, -3.5214], [2.7343, -0.4483, -4.4427], [2.9933, -1.7821, -4.3218], [3.8020, -2.7277, -5.1751], [3.7529, -4.0841, -4.4231], [2.8746, -3.8259, -3.2240], [2.4740, -4.6345, -2.1983], [1.7514, -4.0533, -1.1422], [1.3827, -2.7201, -1.0801], [0.7242, -2.0821, 0.5264], [-0.7164, -3.2247, 0.6536], [-1.0161, -3.9686, 1.7913], [-2.1097, -4.8264, 1.8171], [-2.9415, -4.9296, 0.7140], [-2.6673, -4.1755, -0.4199], [-1.5591, -3.3443, -0.4530], [1.9429, -2.8013, 1.7193], [2.0765, -4.1590, 2.0298], [3.0404, -4.5993, 2.9226], [3.9043, -3.6959, 3.5245], [3.7931, -2.3498, 3.2226], [2.8227, -1.9157, 2.3300], [1.6658, -1.9038, -2.2111], [2.4632, -2.4844, -3.2185], [-1.4401, -0.5661, -2.2965], [-1.2667, -0.9754, -3.6019], [-2.2944, -1.4877, -4.4124], [-3.5493, -1.5428, -3.8848], [-4.8530, -1.9921, -4.4915], [-5.9033, -1.7623, -3.3777], [-5.1130, -1.2198, -2.2135], [-5.5141, -0.8325, -0.9707], [-4.5253, -0.3848, -0.0774], [-3.1740, -0.3028, -0.3714], [-2.1040, 0.2795, 0.9934], [-2.4836, 2.0058, 1.1855], [-1.4003, 2.7005, 1.8533], [-1.6794, 4.0826, 2.1766], [-2.6563, 4.7584, 1.5028], [-3.5317, 4.1094, 0.6106], [-3.4524, 2.7316, 0.5057], [-2.9872, -0.5342, 2.3969], [-3.2712, 0.1908, 3.5530], [-3.9725, -0.3927, 4.5987], [-4.4237, -1.7027, 4.4994], [-4.1636, -2.4266, 3.3453], [-3.4411, -1.8482, 2.3076], [-2.7369, -0.6354, -1.6928], [-3.7506, -1.1126, -2.5579], [1.5379, 1.1695, -3.6470], [3.1471, 0.1515, -5.2439], [4.8229, -2.3693, -5.3104], [3.3625, -2.8102, -6.1709], [4.7470, -4.4021, -4.1038], [3.3518, -4.8833, -5.0480], [2.7392, -5.6836, -2.1530], [1.4986, -4.6980, -0.3152], [-0.3883, -3.8930, 2.6639], [-2.3131, -5.4045, 2.7106], [-3.7961, -5.5940, 0.7333], [-3.3115, -4.2416, -1.2883], [-1.3455, -2.7892, -1.3572], [1.4123, -4.8947, 1.6027], [3.1131, -5.6552, 3.1509], [4.6592, -4.0429, 4.2186], [4.4657, -1.6300, 3.6735], [2.7473, -0.8742, 2.0908], [-0.2897, -0.8933, -4.0525], [-2.0748, -1.7953, -5.4268], [-4.8014, -3.0386, -4.7963], [-5.0801, -1.4136, -5.3881], [-6.4202, -2.6839, -3.1058], [-6.6700, -1.0507, -3.6882], [-6.5498, -0.8705, -0.6568], [-4.8480, -0.0961, 0.9131], [-0.9376, 2.1543, 2.6720], [-1.0133, 4.6053, 2.8527], [-2.7844, 5.8201, 1.6880], [-4.2951, 4.6626, 0.0822], [-4.1597, 2.2092, -0.1308], [-2.9755, 1.2310, 3.6173], [-4.1873, 0.1889, 5.4868], [-4.9849, -2.1508, 5.3094], [-4.5253, -3.4431, 3.2435], [-3.2760, -2.4143, 1.3971], [0.0709, -0.4516, 6.1192], [0.1901, -0.4524, 4.6197], [-0.3675, -1.3416, 3.8958], [-1.0256, -2.2539, 4.6805], [0.9827, 0.6066, 3.9745], [1.7280, 1.5400, 4.8893], [1.0694, 0.7862, 2.7014], [1.8608, 1.9073, 2.4728], [-0.7100, -1.1380, 6.4241], [-0.1696, 0.5446, 6.4892], [1.0068, -0.7667, 6.5859], [-1.6397, -2.6711, 4.0595], [1.9068, 1.0965, 5.8621], [1.1420, 2.4531, 5.0293], [2.6706, 1.8381, 4.4426], [5.2775, 3.5850, -0.3572], [4.4239, 2.6130, 0.0444], [4.4325, 1.3985, -0.6948], [3.3394, 0.5299, -0.5834], [2.3330, 0.7352, 0.3516], [2.8483, 1.5838, 1.4850], [3.5753, 2.8184, 1.0656], [5.1945, 1.2577, -1.4499], [3.2644, -0.2463, -1.3306], [3.5972, 0.9504, 2.0138], [3.5346, 3.7325, 1.6395], [3.9822, 6.5736, -3.6782], [3.3425, 7.9270, -3.8410], [3.8258, 8.7994, -4.5136], [1.8118, 8.3174, -2.9959], [1.3664, 6.8263, -2.1287], [0.5595, 5.8744, -2.7508], [0.2138, 4.7118, -2.0893], [0.6857, 4.4831, -0.7923], [1.4789, 5.4512, -0.1673], [1.8080, 6.6235, -0.8280], [0.3586, 3.3073, -0.0591], [-0.0500, 2.3969, 0.6662], [4.3026, 6.2400, -4.6645], [3.3436, 5.8285, -3.2157], [4.8747, 6.7055, -3.0640], [0.2099, 6.0541, -3.7594], [-0.3999, 3.9582, -2.5610], [1.8361, 5.2669, 0.8362], [2.4260, 7.3705, -0.3468]]}